C5H12N | ωB97M-V/def2-TZVPD

Geometry as XYZ:
```
18
C5H12N (ωB97M-V/def2-TZVPD)
C -0.427 1.021 0.205
C -1.374 0.156 0.078
C -2.834 0.601 -0.078
C -1.356 -1.330 0.038
C 2.021 -0.229 -0.045
N 3.345 0.390 0.106
H -0.062 2.011 0.129
H -3.057 1.778 -0.062
H -3.359 0.437 -1.067
H -3.364 0.166 0.726
H -2.245 -1.737 0.619
H -0.368 -1.629 0.374
H -1.677 -1.605 -1.055
H 1.570 -0.911 0.612
H 1.930 -0.675 -1.000
H 3.442 1.121 -0.480
H 4.256 -0.272 -0.116
H 3.560 0.707 1.016
```

Its total charge is +1. The value obtained for the energy above the lowest of the compared OMol25 structures with the same formula, charge and spin is 6.560 eV. The molecular weight is 86.158 u. For the LUMO energy (alpha / beta), the calculation gives -4.85 / -3.98 eV. The value obtained for the orbital gap (alpha / beta) is 7.29 / 9.25 eV.

These are the natural (NBO) partial charges, in e, on atoms 1 to 5: C 0.0495; C -0.1068; C -0.6321; C -0.6271; C -0.3780

=====

C22H28N5NaO2S2 | ωB97M-V/def2-TZVPD

Geometry as XYZ:
```
60
C22H28N5NaO2S2 (ωB97M-V/def2-TZVPD)
Na 0.041 0.304 -0.143
C -5.053 -2.135 -2.173
C -4.032 -2.582 -3.217
N -2.919 -1.644 -3.403
C -2.953 -0.802 -4.592
C -3.733 0.490 -4.387
C -1.939 -1.556 -2.465
S -0.672 -0.416 -2.684
N -2.019 -2.497 -1.510
C -1.566 -2.377 -0.265
O -1.181 -1.349 0.327
C -1.565 -3.672 0.516
C -2.122 -4.840 0.001
C -2.069 -6.023 0.725
C -1.454 -6.050 1.970
C -0.901 -4.888 2.492
C -0.962 -3.705 1.771
H -5.836 -2.888 -2.063
H -5.525 -1.194 -2.458
H -4.568 -2.004 -1.207
H -4.517 -2.695 -4.186
H -3.621 -3.549 -2.933
H -3.397 -1.394 -5.394
H -1.928 -0.573 -4.870
H -4.780 0.293 -4.152
H -3.698 1.099 -5.293
H -3.289 1.061 -3.571
H -2.588 -4.805 -0.975
H -2.508 -6.926 0.318
H -1.410 -6.974 2.534
H -0.424 -4.904 3.465
H -0.551 -2.785 2.166
N -0.446 2.419 0.828
C -0.872 3.184 1.582
N -1.338 4.096 2.421
C -2.773 4.113 2.732
C -3.139 5.510 3.194
O -2.328 5.907 4.285
C -0.961 5.955 3.918
C -0.470 4.582 3.500
H -2.993 3.392 3.526
H -3.329 3.835 1.839
H -4.170 5.539 3.541
H -3.023 6.216 2.363
H -0.412 6.306 4.790
H -0.816 6.666 3.096
H -0.512 3.900 4.355
H 0.554 4.627 3.135
S 2.876 0.013 -0.248
C 2.434 -1.379 -1.103
N 2.651 -1.429 -2.447
C 2.282 -2.452 -3.255
C 1.720 -3.568 -2.731
C 1.523 -3.614 -1.338
C 1.869 -2.554 -0.546
H 3.022 -0.582 -2.854
H 2.467 -2.306 -4.309
H 1.421 -4.381 -3.375
H 1.070 -4.488 -0.887
H 1.704 -2.577 0.520
```

Its total charge is 0. The value obtained for the energy above the lowest of the compared OMol25 structures with the same formula, charge and spin is 0.000 eV. The molecular weight is 481.623 u. For the LUMO energy, the calculation gives 0.21 eV. The value obtained for the orbital gap is 7.65 eV.

These are the natural (NBO) partial charges, in e, on atoms 1 to 5: Na 0.8894; C -0.6164; C -0.2071; N -0.4189; C -0.2137